1.
Entry from the OMol25 dataset: C39H45N5O6SSi3Ti as an isolated structure (the ωB97M-V functional and the def2-TZVPD basis).

Each line ends with the Mulliken charge.
Cartesian coordinates (Å):
Ti1 -0.387 0.150 1.701  -0.017
O1 3.820 -0.102 2.493  -0.718
C1 2.697 -0.354 2.082  -1.237
N1 1.616 0.460 2.062  1.211
C2 1.678 1.526 3.006  -0.521
C3 2.695 2.468 3.080  -0.064
C4 2.704 3.379 4.126  -1.034
C5 1.713 3.330 5.100  -0.799
C6 0.688 2.399 5.026  -0.798
C7 0.657 1.505 3.960  0.330
N2 -0.424 0.639 3.652  0.830
C8 -1.266 0.222 4.654  -0.213
O2 -0.968 0.126 5.831  -0.676
C9 -2.669 -0.102 4.206  0.919
C10 -3.423 -1.025 4.917  -0.927
C11 -4.710 -1.281 4.484  -0.398
C12 -5.200 -0.595 3.382  -0.828
C13 -4.374 0.330 2.761  -0.259
N3 -3.133 0.575 3.161  0.018
C14 2.385 -1.751 1.609  1.259
C15 3.384 -2.691 1.389  -0.581
C16 2.997 -3.985 1.087  -0.717
C17 1.641 -4.290 1.018  -0.868
C18 0.721 -3.278 1.242  -0.190
N4 1.096 -2.037 1.532  0.316
H1 3.480 2.463 2.339  0.513
H2 3.497 4.111 4.197  0.423
H3 1.739 4.024 5.930  0.397
H4 -0.079 2.359 5.786  0.477
H5 -2.988 -1.521 5.773  0.501
H6 -5.329 -2.006 4.998  0.427
H7 -6.202 -0.761 3.013  0.431
H8 -4.721 0.895 1.902  0.477
H9 4.417 -2.390 1.485  0.538
H10 3.738 -4.754 0.915  0.458
H11 1.300 -5.292 0.799  0.472
H12 -0.349 -3.448 1.209  0.570
C19 2.090 2.827 -0.665  -0.983
Si1 1.885 1.116 -1.410  0.091
C20 3.492 0.246 -1.000  -1.091
C21 1.968 1.253 -3.299  -1.572
C22 0.181 0.507 -0.827  0.676
Si2 -2.178 -1.955 -2.114  1.442
C23 -1.641 -3.713 -2.421  -1.273
C24 -3.606 -2.049 -0.949  -1.174
C25 -2.660 -1.069 -3.693  -1.455
Si3 -1.065 1.814 -1.250  0.391
C26 -2.884 1.372 -1.215  -0.643
C27 -0.867 2.819 -2.818  -1.489
C28 -0.966 2.994 0.216  -0.463
C29 -0.988 4.378 0.110  -0.510
C30 -1.165 5.160 1.239  -0.764
C31 -1.378 4.528 2.448  -1.070
C32 -1.343 3.146 2.489  -0.304
N5 -1.097 2.385 1.418  1.419
H13 3.144 3.100 -0.749  0.468
H14 1.831 2.837 0.394  0.002
H15 1.511 3.607 -1.158  0.393
H16 4.241 0.991 -1.292  0.631
H17 3.682 -0.639 -1.601  0.343
H18 3.686 0.017 0.037  0.181
H19 2.316 2.245 -3.593  0.532
H20 1.010 1.088 -3.787  0.268
H21 2.676 0.527 -3.704  0.442
H22 -1.560 -4.229 -1.462  0.271
H23 -0.702 -3.834 -2.956  0.293
H24 -2.427 -4.208 -2.996  0.384
H25 -3.310 -2.275 0.072  0.106
H26 -4.212 -2.873 -1.340  0.610
H27 -4.205 -1.142 -0.944  0.296
H28 -2.094 -0.156 -3.876  0.346
H29 -3.713 -0.794 -3.640  0.517
H30 -2.529 -1.730 -4.552  0.520
H31 -3.259 0.945 -2.143  0.487
H32 -3.387 2.335 -1.079  0.678
H33 -3.155 0.738 -0.378  -0.550
H34 -1.033 2.196 -3.699  0.243
H35 0.105 3.293 -2.940  0.379
H36 -1.635 3.597 -2.826  0.479
H37 -0.867 4.836 -0.862  0.441
H38 -1.155 6.240 1.172  0.452
H39 -1.556 5.080 3.359  0.493
H40 -1.523 2.613 3.408  0.246
O3 -1.451 -1.324 1.922  -0.518
O4 -1.808 -0.555 0.744  -0.484
O5 3.398 -3.257 -6.810  -0.492
C33 3.584 -3.460 -5.489  0.409
O6 4.508 -4.120 -5.110  -0.541
C34 2.598 -2.831 -4.541  1.088
C35 1.462 -2.136 -4.945  -0.938
C36 0.597 -1.593 -4.011  -0.980
C37 0.861 -1.742 -2.654  -0.734
S1 -0.200 -1.194 -1.323  1.466
C38 1.988 -2.446 -2.246  0.166
C39 2.855 -2.981 -3.185  -0.319
H41 2.639 -2.685 -6.965  0.272
H42 1.213 -1.993 -5.991  0.175
H43 -0.263 -1.037 -4.353  0.075
H44 2.187 -2.579 -1.195  -0.078
H45 3.737 -3.526 -2.879  0.533

## Properties
gap between HOMO and LUMO: 7.01 eV
spin multiplicity: 1



2.
Entry from the OMol25 dataset: C39H45N6O8OsP2S2Se as an isolated structure (the ωB97M-V functional and the def2-TZVPD basis).

Each line ends with the Mulliken charge.
Cartesian coordinates (Å):
Os1 0.541 0.001 0.081  2.167
Se1 1.961 3.656 7.013  0.230
N1 2.994 2.724 5.924  -0.909
C1 2.269 2.403 4.882  0.753
C2 2.754 1.598 3.780  0.902
C3 4.015 1.006 3.782  -0.821
C4 4.372 0.199 2.727  -1.103
C5 3.477 0.051 1.671  0.084
N2 2.280 0.610 1.656  -0.084
C6 1.889 1.339 2.707  -0.765
C7 0.509 1.792 2.732  -0.710
N3 -0.273 1.434 1.712  0.894
C8 -1.553 1.751 1.724  -0.320
C9 -2.137 2.462 2.768  -1.435
C10 -1.347 2.866 3.817  -0.912
C11 0.007 2.526 3.814  1.144
C12 0.902 2.862 4.900  0.795
N4 0.546 3.547 5.958  -0.906
H1 4.670 1.178 4.626  0.537
H2 5.321 -0.316 2.703  0.467
H3 3.743 -0.526 0.794  0.298
H4 -2.141 1.422 0.881  0.517
H5 -3.192 2.690 2.734  0.535
H6 -1.744 3.435 4.647  0.572
C13 0.997 -3.230 -4.906  -1.145
C14 1.171 -1.724 -4.871  -0.067
O1 2.120 -1.323 -3.868  -0.360
P1 1.820 -1.314 -2.321  1.529
S1 2.762 0.218 -1.403  -0.699
S2 -0.071 -1.702 -1.676  -0.454
O2 2.661 -2.636 -1.955  -0.617
C15 2.741 -3.161 -0.624  1.133
C16 2.315 -4.614 -0.630  -1.410
H7 0.376 -3.508 -5.758  0.440
H8 0.513 -3.575 -3.991  0.201
H9 1.966 -3.720 -4.994  0.311
H10 0.222 -1.223 -4.674  0.161
H11 1.588 -1.352 -5.806  0.383
H12 2.110 -2.591 0.060  -0.751
H13 3.781 -3.063 -0.303  0.272
H14 1.288 -4.700 -0.985  0.186
H15 2.371 -5.011 0.385  0.381
H16 2.965 -5.201 -1.280  0.405
O3 -0.633 3.472 0.222  -0.720
C17 -0.555 3.008 -0.899  -0.325
N5 -0.935 3.678 -2.028  0.095
C18 -0.576 2.974 -3.229  2.851
C19 0.003 1.685 -2.608  -0.514
O4 0.415 0.780 -3.312  -0.164
N6 -0.060 1.747 -1.258  0.070
C20 0.412 3.761 -4.091  -0.213
C21 1.556 3.189 -4.632  0.100
C22 2.373 3.931 -5.476  -1.058
C23 2.065 5.248 -5.777  -0.414
C24 0.925 5.824 -5.234  -0.980
C25 0.100 5.082 -4.406  -0.385
C26 -1.785 2.630 -4.107  -0.528
C27 -3.034 3.182 -3.860  -0.373
C28 -4.095 2.926 -4.720  -0.880
C29 -3.918 2.110 -5.824  -0.434
C30 -2.674 1.546 -6.068  -1.069
C31 -1.611 1.810 -5.221  -0.060
H17 -1.083 4.669 -1.991  0.309
H18 1.812 2.165 -4.396  0.503
H19 3.256 3.471 -5.901  0.443
H20 2.707 5.822 -6.432  0.391
H21 0.670 6.851 -5.464  0.391
H22 -0.811 5.533 -4.028  0.363
H23 -3.183 3.811 -2.992  0.431
H24 -5.062 3.370 -4.521  0.399
H25 -4.746 1.917 -6.495  0.386
H26 -2.528 0.903 -6.927  0.416
H27 -0.637 1.385 -5.416  0.505
C32 -3.472 -3.022 2.490  -1.305
C33 -2.430 -3.814 1.699  1.502
C34 -2.418 -5.263 2.172  -1.654
C35 -2.710 -3.743 0.201  -1.322
O5 -1.072 -3.338 1.944  -0.055
P2 -0.611 -1.813 1.980  1.336
O6 0.858 -1.773 1.628  -1.213
O7 -1.427 -0.925 1.079  -1.344
O8 -0.888 -1.287 3.472  -0.310
C36 -0.282 -1.730 4.713  1.582
C37 -1.220 -1.206 5.795  -1.758
C38 1.102 -1.107 4.862  -1.266
C39 -0.167 -3.250 4.811  -1.483
H28 -4.459 -3.451 2.323  0.560
H29 -3.476 -1.981 2.172  0.161
H30 -3.248 -3.060 3.558  0.210
H31 -3.392 -5.718 1.995  0.415
H32 -2.195 -5.311 3.238  0.337
H33 -1.654 -5.829 1.638  0.322
H34 -3.712 -4.115 -0.014  0.484
H35 -1.979 -4.348 -0.338  0.269
H36 -2.625 -2.713 -0.141  0.124
H37 -1.362 -0.130 5.673  0.273
H38 -0.805 -1.404 6.783  0.391
H39 -2.193 -1.692 5.711  0.389
H40 1.018 -0.025 4.963  0.207
H41 1.704 -1.338 3.982  0.109
H42 1.600 -1.503 5.748  0.657
H43 -1.150 -3.716 4.734  0.182
H44 0.271 -3.516 5.773  0.592
H45 0.464 -3.638 4.013  0.244

## Properties
⟨S²⟩: 0.76
gap between HOMO and LUMO (spin up / spin down): 6.87 / 7.06 eV
spin multiplicity: 2



Let's list maximum force in order: 0.59 1.90 eV/A.
Let's list relative energy (zero: lowest compared OMol25 entry of this formula, charge and spin) in order: 1.0574 1.5033 eV.